(1)
74
Properties=species:S:1:pos:R:3 method="wB97M-V/def2-TZVPD" lumo_ev=-6.7 homo_energy_ev=-12.647 relative_energy_ev=0.000 gap_ha=0.2193 total_charge=+2 fmax_ev_per_a=0.9 e_tot_ha=-8474.66587
Ir 0.627 2.521 -1.031
Se -0.712 4.512 -0.630
Se 1.273 5.769 -0.657
C 2.316 4.470 0.355
C 3.464 4.991 0.926
C 4.316 4.141 1.613
C 3.983 2.801 1.738
C 2.813 2.356 1.160
N 1.991 3.170 0.478
C -1.228 3.953 -2.426
C -2.197 4.464 -3.248
C -2.417 3.796 -4.454
C -1.667 2.676 -4.769
C -0.719 2.210 -3.866
N -0.514 2.846 -2.717
H 3.691 6.045 0.834
H 5.226 4.527 2.050
H 4.615 2.107 2.274
H 2.498 1.323 1.228
H -2.757 5.347 -2.972
H -3.170 4.157 -5.142
H -1.813 2.155 -5.704
H -0.108 1.338 -4.057
O 2.210 3.193 -2.139
N 3.134 2.300 -2.331
N 2.860 1.142 -1.948
O 1.681 0.833 -1.395
C 3.812 0.064 -2.102
C 5.088 0.343 -2.573
C 5.977 -0.708 -2.711
C 5.594 -2.003 -2.381
C 4.314 -2.253 -1.911
C 3.406 -1.215 -1.766
H 5.376 1.352 -2.828
H 6.975 -0.514 -3.078
H 6.297 -2.817 -2.493
H 4.015 -3.261 -1.657
H 2.407 -1.397 -1.402
Cl -0.196 -1.521 6.620
C -0.552 -1.815 4.959
C -1.868 -1.950 4.546
C -2.130 -2.182 3.208
C -1.115 -2.292 2.258
C -1.431 -2.564 0.803
C -2.569 -1.667 0.278
N -2.116 -0.274 0.339
C -2.443 0.665 1.282
C -1.670 1.754 1.034
N -0.883 1.488 -0.065
C -1.176 0.253 -0.452
O -1.618 -3.918 0.469
C -2.526 -4.707 1.234
C -3.970 -4.336 1.047
C -4.606 -4.228 -0.156
Cl -3.929 -4.504 -1.709
S -6.252 -3.774 -0.009
C -6.125 -3.735 1.697
C -4.873 -4.057 2.117
C 0.194 -2.145 2.716
Cl 1.549 -2.231 1.621
C 0.488 -1.909 4.049
H -2.670 -1.879 5.268
H -3.162 -2.294 2.895
H -0.552 -2.292 0.217
H -3.494 -1.746 0.843
H -2.779 -1.929 -0.758
H -3.172 0.474 2.050
H -1.616 2.680 1.579
H -0.708 -0.274 -1.267
H -2.271 -4.667 2.297
H -2.343 -5.724 0.888
H -6.989 -3.504 2.298
H -4.595 -4.125 3.161
H 1.513 -1.807 4.375



(2)
123
Properties=species:S:1:pos:R:3 method="wB97M-V/def2-TZVPD" lumo_ev=1.3 homo_energy_ev=-4.788 gap_ha=0.2220 total_charge=-1 fmax_ev_per_a=3.6 e_tot_ha=-27907.83840
C 0.887 4.135 -0.890
C 0.320 3.357 -1.887
C 0.815 1.989 -2.308
C 0.653 1.899 -3.847
C 1.642 1.003 -4.593
C 1.838 -0.440 -4.075
C 3.227 -0.919 -4.377
O 3.844 -1.645 -3.640
O 3.752 -0.502 -5.556
C 5.159 -0.252 -5.505
C 5.565 0.755 -4.450
C 2.384 2.066 -2.148
O 2.936 3.041 -2.714
O 2.962 1.159 -1.534
N 0.275 0.918 -1.457
C -0.005 1.301 -0.040
C 1.228 1.535 0.814
C 1.839 0.268 1.344
C 3.194 0.013 1.204
C 3.760 -1.135 1.726
C 2.992 -2.075 2.392
C 1.634 -1.839 2.526
C 1.081 -0.680 2.021
P -0.972 -0.083 -1.933
N -1.245 -0.412 -3.423
O -0.685 -1.446 -1.131
O -2.324 0.541 -1.299
H 0.455 4.262 0.102
H 1.829 4.639 -1.074
H -0.565 3.721 -2.434
H 0.892 2.906 -4.189
H -0.375 1.755 -4.167
H 1.271 0.916 -5.617
H 2.609 1.479 -4.689
H 1.687 -0.558 -3.011
H 1.165 -1.111 -4.609
H 5.467 0.123 -6.478
H 5.695 -1.190 -5.353
H 5.082 1.722 -4.576
H 5.379 0.393 -3.444
H 6.640 0.934 -4.511
H -0.757 2.079 0.061
H -0.490 0.432 0.401
H 0.885 2.076 1.707
H 1.995 2.155 0.369
H 3.844 0.715 0.705
H 4.825 -1.287 1.621
H 3.449 -2.966 2.784
H 0.995 -2.545 3.041
H 0.018 -0.498 2.138
H -1.144 -1.402 -3.599
H 0.265 -1.630 -1.171
H -2.419 1.453 -1.605
C -0.072 7.808 1.018
Cl 1.600 7.658 0.475
Cl -0.706 6.208 1.405
Cl -0.130 8.815 2.471
Cl -1.047 8.537 -0.260
C -4.079 -2.593 0.261
Cl -2.733 -2.404 1.389
Cl -3.548 -2.159 -1.355
Cl -4.644 -4.272 0.286
Cl -5.406 -1.524 0.749
C 5.504 -4.399 6.709
Cl 4.887 -5.405 5.400
Cl 5.502 -2.710 6.197
Cl 4.477 -4.578 8.134
Cl 7.174 -4.869 7.122
C 1.735 -0.747 7.408
Cl 2.846 0.398 8.176
Cl 2.495 -1.445 5.980
Cl 1.359 -2.046 8.552
Cl 0.245 0.094 6.964
C 1.799 7.005 5.626
Cl 1.344 6.466 4.016
Cl 2.035 8.758 5.626
Cl 0.504 6.590 6.765
Cl 3.298 6.208 6.113
C -2.050 -2.835 5.476
Cl -1.305 -1.670 4.383
Cl -1.186 -4.375 5.384
Cl -1.973 -2.211 7.130
Cl -3.738 -3.076 5.014
C 3.444 3.689 9.574
Cl 4.328 4.769 10.660
Cl 2.124 4.573 8.810
Cl 4.539 3.083 8.328
Cl 2.794 2.329 10.498
C -6.667 -6.682 -2.215
Cl -8.218 -5.978 -1.756
Cl -5.903 -7.396 -0.791
Cl -6.939 -7.931 -3.451
Cl -5.627 -5.425 -2.882
C 5.693 -9.334 7.792
Cl 4.061 -9.499 7.135
Cl 6.333 -7.743 7.379
Cl 5.639 -9.510 9.551
Cl 6.733 -10.589 7.108
C -3.430 -11.052 -2.322
Cl -3.354 -11.236 -0.565
Cl -3.572 -12.648 -3.074
Cl -4.832 -10.069 -2.748
Cl -1.960 -10.262 -2.895
C -4.996 8.344 -2.105
Cl -6.527 9.196 -1.855
Cl -4.604 7.408 -0.663
Cl -5.122 7.255 -3.490
Cl -3.716 9.526 -2.410
C -9.830 8.686 -4.616
Cl -10.360 8.121 -6.205
Cl -9.587 10.437 -4.666
Cl -11.066 8.300 -3.412
Cl -8.315 7.900 -4.178
C 4.545 -0.416 -9.610
Cl 5.680 0.715 -8.866
Cl 5.135 -0.861 -11.221
Cl 4.411 -1.862 -8.613
Cl 2.963 0.352 -9.755
C -10.683 -3.708 -4.544
Cl -11.326 -4.549 -5.960
Cl -10.727 -1.965 -4.825
Cl -11.673 -4.100 -3.130
Cl -9.024 -4.222 -4.253



(3)
70
Properties=species:S:1:pos:R:3 method="wB97M-V/def2-TZVPD" lumo_ev="-0.1 / -0.4" homo_energy_ev="-6.320 / -7.842" gap_ha="0.2272 / 0.2749" fmax_ev_per_a=0.7 e_tot_ha=-2929.07084 spin_multiplicity=4
V 0.111 -0.101 -0.102
O -1.593 -3.358 2.473
C -2.414 -2.557 3.181
C -3.390 -3.169 3.968
C -4.276 -2.410 4.704
C -4.209 -1.018 4.672
C -3.243 -0.409 3.899
C -2.329 -1.155 3.148
C -1.359 -0.469 2.265
O -0.528 -1.188 1.592
N -1.434 0.853 2.173
N -0.676 1.259 1.124
C -0.521 2.512 0.851
C 0.083 2.796 -0.436
C 0.304 4.098 -0.884
C 0.802 4.302 -2.155
C 1.068 3.201 -2.963
C 0.840 1.939 -2.449
N 0.370 1.729 -1.219
H -0.979 -2.762 1.985
H -3.422 -4.251 3.988
H -5.026 -2.905 5.309
H -4.906 -0.421 5.244
H -3.175 0.668 3.846
H -0.890 3.302 1.497
H 0.074 4.930 -0.231
H 0.977 5.305 -2.520
H 1.445 3.317 -3.968
H 1.037 1.044 -3.028
C -3.633 -6.586 -1.316
C -3.054 -5.988 -0.039
C -3.960 -6.135 1.175
C -5.240 -5.333 0.992
C -4.917 -3.906 0.638
C -5.791 -2.887 0.936
C -5.463 -1.568 0.640
F -6.354 -0.609 0.962
C -4.275 -1.226 0.066
C -3.365 -2.246 -0.245
C -2.035 -1.872 -0.726
O -1.763 -0.652 -0.873
C -1.116 -2.942 -0.932
C -1.540 -4.222 -0.706
N -2.746 -4.561 -0.242
C -3.684 -3.581 0.034
C 0.342 -2.792 -1.345
O 0.928 -3.802 -1.720
O 0.857 -1.626 -1.247
H -3.871 -7.640 -1.165
H -2.915 -6.509 -2.132
H -4.542 -6.065 -1.619
H -2.098 -6.464 0.181
H -3.420 -5.773 2.053
H -4.180 -7.192 1.328
H -5.840 -5.354 1.902
H -5.855 -5.780 0.205
H -6.735 -3.094 1.424
H -4.003 -0.198 -0.123
H -0.839 -5.027 -0.890
C 4.716 0.392 1.730
C 3.618 0.399 2.577
C 2.354 0.296 2.027
N 2.151 0.193 0.710
C 3.208 0.190 -0.103
C 4.507 0.284 0.365
H 5.719 0.465 2.130
H 3.735 0.477 3.649
H 1.465 0.285 2.645
H 2.991 0.073 -1.157
H 5.333 0.264 -0.331